(1)
# C3H10N2O2

2 unconnected molecules or ions with the total composition C3H10N2O2 at a distorted geometry (ωB97M-V with the def2-TZVPD basis set, the Open Molecules 2025 dataset).

Geometry as XYZ:
```
17
Properties=species:S:1:pos:R:3:forces:R:3:mulliken_charge:R:1
C -1.253 2.106 -0.842 0.77 0.82 0.07 -1.031
C -0.439 1.789 0.415 -0.67 -0.48 -0.50 -0.401
N 0.590 0.789 0.231 0.55 -0.22 0.05 -0.200
C 0.416 -0.546 -0.018 -0.78 -0.09 0.06 0.433
N -0.781 -1.064 0.476 0.23 0.46 0.10 -0.412
O 1.231 -1.204 -0.636 0.22 -0.21 -0.06 -0.647
H -0.702 2.776 -1.514 0.12 -0.23 0.07 0.289
H -1.514 1.230 -1.410 -0.37 -0.38 0.01 0.330
H -2.109 2.685 -0.524 -0.54 -0.11 -0.12 0.332
H -1.136 1.463 1.187 0.14 0.02 0.15 0.215
H 0.026 2.700 0.747 0.27 0.26 0.37 0.381
H 1.477 1.090 -0.133 0.06 0.20 -0.10 0.244
H -0.946 -2.050 0.344 0.37 0.03 0.01 0.245
H -0.983 -0.729 1.405 -0.32 -0.10 -0.05 0.215
O 2.195 -3.927 0.362 -0.24 -0.17 -0.30 -0.652
H 2.167 -2.963 0.389 -0.08 0.01 -0.21 0.351
H 1.760 -4.145 -0.479 0.27 0.20 0.44 0.309
```
Positions in Å, forces in eV/Å.

## Properties
SMILES string: CCNC(N)=O.O
HOMO energy (eV): -9.86
2S+1: 1
Orbital gap (eV): 10.59
Energy above the lowest of the compared OMol25 structures with the same formula, charge and spin (kcal/mol): 4.47
LUMO level (Ha): 0.02676

***

(2)
# C3H10N2O2

2 unconnected molecules or ions with the total composition C3H10N2O2 at a distorted geometry (ωB97M-V with the def2-TZVPD basis set, the Open Molecules 2025 dataset).

Geometry as XYZ:
```
17
Properties=species:S:1:pos:R:3:forces:R:3:mulliken_charge:R:1
H -1.436 -0.872 2.010 -0.23 -0.19 -0.37 0.219
N -0.549 -0.796 1.479 -0.04 -0.20 -0.63 -0.339
N -0.570 -1.133 0.292 0.18 -0.02 1.09 -0.016
C -1.767 -1.646 -0.305 -0.61 -0.22 -0.11 -0.821
H -1.570 -2.680 -0.594 0.01 0.05 -0.04 0.277
H -1.958 -1.078 -1.220 0.05 -0.05 0.09 0.304
H -2.640 -1.608 0.358 0.08 0.04 0.02 0.334
C 0.371 1.584 -0.859 2.12 -0.01 1.41 -0.909
C 1.707 1.021 0.033 -2.51 0.88 -2.40 0.034
O 2.123 -0.194 -0.496 0.39 -0.74 -0.09 -0.565
O 1.424 0.995 1.354 -2.05 -2.00 1.85 -0.596
H 0.514 1.424 -1.922 0.13 -0.02 -0.09 0.286
H -0.598 1.208 -0.552 0.03 -0.31 0.20 0.218
H 0.377 2.647 -0.628 -0.18 0.20 -0.24 0.326
H 2.506 1.743 -0.167 -0.07 -0.17 0.17 0.400
H 1.407 -0.835 -0.360 0.14 0.25 -0.12 0.397
H 0.657 0.221 1.578 2.56 2.50 -0.73 0.451
```
Positions in Å, forces in eV/Å.

## Properties
SMILES string: [H]/N=N\C.CC(O)O
HOMO energy (eV): -8.93
2S+1: 1
Orbital gap (eV): 8.58
Energy above the lowest of the compared OMol25 structures with the same formula, charge and spin (kcal/mol): 84.21
LUMO level (Ha): -0.01264

***

(3)
# C3H10N2O2

A molecular structure, C3H10N2O2 at a distorted geometry (ωB97M-V with the def2-TZVPD basis set, the Open Molecules 2025 dataset).

Geometry as XYZ:
```
17
Properties=species:S:1:pos:R:3:forces:R:3:mulliken_charge:R:1
C -0.058 0.602 0.320 -5.13 0.29 0.33 0.007
C 0.062 -1.535 -0.744 0.18 -0.12 -0.11 -0.868
C 2.231 -0.177 0.357 -2.40 -1.81 -0.01 -0.811
N 0.312 -0.674 0.406 5.51 -0.01 0.02 -0.302
N -1.998 0.134 0.552 2.59 1.37 -0.26 -0.486
O -2.562 1.447 0.400 -0.51 0.07 -0.54 -0.457
O -0.036 1.280 -0.864 0.12 -0.16 0.28 -0.538
H -3.001 1.375 -0.462 0.04 0.08 0.42 0.338
H -0.533 2.096 -0.714 -0.07 0.01 -0.06 0.342
H -2.012 0.014 1.567 0.02 0.07 -0.08 0.231
H 0.102 1.226 1.198 0.09 -0.12 -0.05 0.627
H 0.763 -2.372 -0.714 -0.03 0.12 0.04 0.300
H -0.944 -1.950 -0.650 0.05 0.21 0.04 0.354
H 0.150 -1.027 -1.708 -0.01 -0.01 0.05 0.316
H 2.468 0.642 1.030 -0.52 -0.03 0.04 0.335
H 2.441 0.046 -0.685 -0.13 -0.08 0.06 0.326
H 2.616 -1.127 0.712 0.20 0.11 -0.15 0.286
```
Positions in Å, forces in eV/Å.

## Properties
HOMO energy (alpha / beta) (eV): -7.63 / -7.63
2S+1: 1
Orbital gap (alpha / beta) (eV): 8.38 / 8.38
Energy above the lowest of the compared OMol25 structures with the same formula, charge and spin (kcal/mol): 152.14
LUMO level (alpha / beta) (Ha): 0.02756 / 0.02756

***

(4)
# C3H10N2O2

2 unconnected molecules or ions with the total composition C3H10N2O2 at a distorted geometry (ωB97M-V with the def2-TZVPD basis set, the Open Molecules 2025 dataset).

Geometry as XYZ:
```
17
Properties=species:S:1:pos:R:3:forces:R:3:mulliken_charge:R:1
C 2.172 -0.496 -0.721 0.63 -3.28 -2.47 -1.194
C 1.075 0.050 0.202 1.47 1.82 -0.78 0.537
N 0.769 1.414 -0.287 -2.94 1.83 -0.74 -0.769
C -0.161 -0.770 0.101 -3.86 -0.88 0.44 0.249
N -0.624 -1.578 1.165 1.40 -1.18 1.06 -0.434
O -0.983 -0.566 -0.801 1.40 -0.58 0.48 -0.607
H 1.921 -0.296 -1.804 -1.06 -0.57 0.96 0.270
H 2.270 -1.695 -0.656 -0.22 2.71 -0.02 0.224
H 3.196 -0.132 -0.953 -0.29 0.42 2.10 0.376
H 1.388 0.187 1.265 -0.10 -0.38 -0.75 0.306
H -0.196 1.703 0.106 2.13 -0.48 -0.25 0.228
H 0.480 1.555 -1.332 1.23 -1.40 2.22 0.330
H -1.356 -2.306 0.915 1.40 1.64 0.48 0.257
H -0.053 -1.768 2.074 -1.29 0.44 -2.68 0.231
O -3.486 1.673 0.037 -3.91 3.22 -1.88 -0.621
H -2.921 1.033 -0.207 3.38 -3.54 -0.50 0.316
H -3.488 1.993 0.895 0.63 0.22 2.34 0.301
```
Positions in Å, forces in eV/Å.

## Properties
SMILES string: C[C@@H](N)C(N)=O.O
HOMO energy (eV): -9.75
2S+1: 1
Orbital gap (eV): 10.41
Energy above the lowest of the compared OMol25 structures with the same formula, charge and spin (kcal/mol): 55.74
LUMO level (Ha): 0.02426